Here is the ion C6H9N4S with charge +1 in a non-equilibrium geometry from the OMol25 dataset. Energies are from the ωB97M-V functional and the def2-TZVPD basis.

Cartesian coordinates (Å):
C (-2.249, 1.494, -0.234)
C (-1.167, -1.173, -0.154)
C (1.903, 0.616, 0.127)
C (-2.337, 0.894, 1.015)
C (0.538, 0.511, 0.356)
C (-1.397, -2.454, -0.821)
N (-1.999, 1.985, -1.253)
N (-0.042, -0.589, -0.176)
N (2.383, 1.764, 0.728)
N (2.683, -0.238, -0.596)
S (-2.326, -0.806, 1.190)
H (-2.655, 1.646, 1.831)
H (0.008, 1.384, 0.800)
H (-0.858, -2.582, -1.727)
H (-2.461, -2.568, -0.936)
H (-1.031, -3.166, -0.224)
H (1.923, 2.389, 1.364)
H (3.337, 1.985, 0.551)
H (2.073, -0.718, -1.372)
H (3.674, -0.377, -0.471)

Summary:
HOMO (spin up / spin down)	-12.652 / -12.132	eV
net charge	+1
E	-850.8818	Ha
multiplicity	1
ΔE to the lowest compared entry with this formula, charge and spin	82.2	kcal per mole